116
Properties=species:S:1:pos:R:3:forces:R:3:mulliken_charge:R:1 method="wB97M-V/def2-TZVPD" multiplicity=1 homo_ev="-16.2 / -16.2" charge=+3 total_energy_ev=-73133.9246 e_above_lowest_ev=1.693
Pt -0.6654 0.1388 -0.1072 0.8378 1.3016 -1.4058 4.200
C 4.1647 -0.2540 3.9424 0.0180 0.0531 -0.0317 -1.842
C 4.0877 -1.0574 2.6502 0.0307 -0.3263 0.2244 0.715
C 5.4888 -1.2624 2.0434 -0.0407 0.1206 -0.0665 -1.414
C 3.1699 -0.5005 1.6023 -0.0971 -0.0340 -0.2773 -0.773
C 2.8492 -1.2926 0.4864 -0.0685 0.0109 0.1330 -0.485
C 2.1732 -0.7930 -0.5999 -0.1995 -0.2732 -0.1186 0.558
C 1.9510 -1.6970 -1.7996 -0.0724 -0.0955 0.1928 0.447
C 0.8197 -2.6923 -1.5087 -0.0582 0.1776 0.0412 -0.556
C 3.2086 -2.4677 -2.2116 0.0572 0.1667 -0.1025 -1.851
C 1.7423 0.5930 -0.5989 -1.0771 -0.3515 -0.2346 -0.644
C 2.0793 1.4001 0.5528 0.0006 0.2009 0.0727 1.625
C 2.7081 0.8135 1.6343 -0.0763 0.1080 0.0806 -0.454
C 1.9787 2.9129 0.5194 -0.0195 0.0146 0.1555 0.466
C 3.3736 3.5264 0.3124 0.0032 -0.0518 -0.0874 -1.489
C 1.3666 3.4889 1.8023 -0.0097 -0.0234 -0.1114 -1.468
C 1.7177 1.3227 -1.9166 0.4239 0.0192 -0.1915 -0.577
C 2.9827 1.5690 -2.4600 -0.0889 0.0169 0.0011 -0.500
C 3.1455 2.3743 -3.5749 0.0151 -0.0504 0.0091 -1.117
C 2.0373 2.9620 -4.1677 -0.0332 0.0144 0.0002 -1.064
C 0.7751 2.6831 -3.6759 -0.0128 0.0662 -0.0604 -0.501
C 0.6042 1.8446 -2.5712 -0.1923 -0.0829 0.0048 0.590
P -1.0574 1.3457 -2.0581 0.5118 0.1714 0.5781 -0.846
C -1.8305 0.3838 -3.4958 0.0357 -0.3087 0.5798 2.875
C -1.7266 1.1172 -4.8338 0.0200 0.1523 -0.0113 -1.732
C -3.2966 0.0896 -3.1549 0.0213 0.0777 -0.0455 -1.992
C -1.0816 -0.9430 -3.6283 -0.0073 0.0355 0.0405 -1.362
C -2.0930 2.8581 -1.6133 0.1550 -0.3662 0.2776 2.396
C -3.2654 2.3625 -0.7506 -0.0663 -0.0722 -0.1130 -2.059
C -1.1819 3.7616 -0.7758 0.0154 -0.0441 0.0171 -1.573
C -2.6423 3.6414 -2.8030 -0.0207 0.0004 -0.0857 -1.587
H 4.6954 -0.8277 4.7007 0.0139 -0.0068 -0.0066 0.442
H 3.1766 -0.0105 4.3384 0.0063 0.0130 0.0113 0.341
H 4.7221 0.6743 3.8020 -0.0487 0.0247 0.0010 0.384
H 3.7145 -2.0602 2.8951 -0.0495 0.0410 -0.0503 -0.200
H 5.9359 -0.3007 1.7854 0.0103 -0.0007 0.0245 0.361
H 5.4554 -1.8708 1.1401 0.0177 -0.0300 0.0145 0.370
H 6.1345 -1.7582 2.7661 0.0082 0.0149 0.0106 0.453
H 3.2089 -2.3147 0.4537 0.0235 0.0180 0.0094 0.885
H 1.6616 -1.0668 -2.6385 -0.0568 0.0249 -0.0192 0.115
H 1.0744 -3.3335 -0.6610 0.0659 -0.0141 0.0138 0.420
H 0.6327 -3.3325 -2.3724 -0.0167 0.0146 0.0026 0.661
H -0.1017 -2.1438 -1.2640 0.1108 -0.1627 0.0027 -0.911
H 3.4387 -3.2818 -1.5237 0.0256 0.0353 0.0265 0.385
H 4.0716 -1.8054 -2.2768 0.0502 -0.0460 0.0042 0.370
H 3.0535 -2.9070 -3.1969 0.0085 -0.0400 0.0217 0.500
H 2.9574 1.4304 2.4870 0.0366 0.0330 -0.0390 0.756
H 1.3635 3.1983 -0.3336 0.0104 -0.0202 0.0753 -0.550
H 4.0517 3.2301 1.1136 -0.0035 0.0006 0.0128 0.305
H 3.2967 4.6135 0.3224 -0.0078 0.0003 -0.0071 0.466
H 3.8118 3.2294 -0.6387 0.0460 0.0103 0.0182 0.333
H 2.0551 3.4065 2.6440 0.0257 0.0134 0.0031 0.474
H 0.4463 2.9679 2.0495 -0.0010 0.0646 0.0700 -0.054
H 1.1552 4.5500 1.6638 0.0344 0.0019 -0.0069 0.490
H 3.8528 1.1374 -1.9781 0.0136 0.0205 0.0126 0.728
H 4.1366 2.5590 -3.9678 -0.0045 -0.0096 -0.0036 0.481
H 2.1527 3.6191 -5.0188 0.0003 -0.0006 0.0026 0.535
H -0.0829 3.1252 -4.1602 0.0139 -0.0106 -0.0335 0.439
H -2.1436 2.1205 -4.8243 0.0299 -0.0086 -0.0146 0.331
H -2.3062 0.5386 -5.5566 0.0025 -0.0365 0.0142 0.528
H -0.7014 1.1545 -5.1964 -0.0024 -0.0006 -0.0028 0.483
H -3.9341 0.9632 -3.2791 -0.0060 -0.0154 0.0344 0.320
H -3.4059 -0.2902 -2.1356 -0.0548 0.0338 -0.0677 0.103
H -3.6641 -0.6748 -3.8423 -0.0027 0.0150 -0.0274 0.616
H -0.0101 -0.7917 -3.7548 0.0069 -0.0115 0.0115 0.292
H -1.4416 -1.4587 -4.5205 -0.0422 0.0060 -0.0082 0.695
H -1.2678 -1.5896 -2.7722 0.0930 0.0829 -0.0979 -0.220
H -2.9264 1.6963 0.0475 -0.0862 0.0742 -0.0145 0.194
H -4.0176 1.8424 -1.3403 0.0094 0.0127 0.0320 0.200
H -3.7593 3.2239 -0.2981 0.0288 0.0177 -0.0465 0.545
H -0.7640 3.2218 0.0760 -0.0337 0.0793 -0.0188 -0.027
H -1.7651 4.6034 -0.3965 -0.0557 -0.0164 -0.0153 0.781
H -0.3692 4.1744 -1.3742 0.0006 -0.0057 0.0003 0.290
H -3.3552 3.0690 -3.3930 0.0128 0.0196 -0.0069 0.387
H -1.8611 4.0294 -3.4546 -0.0010 0.0012 -0.0010 0.314
H -3.1793 4.5060 -2.4064 0.0104 -0.0012 0.0301 0.508
C -1.4525 1.8288 4.3408 -0.1527 -0.0569 -0.1242 -0.891
S -2.2680 1.6508 2.7382 0.1486 0.5496 0.4208 0.305
C -2.8060 3.3724 2.6243 -0.1370 -0.2359 0.0430 -0.833
O -1.1199 1.5129 1.7343 -0.2321 -0.3423 -0.1422 -0.909
H -2.2346 1.8935 5.0977 0.0051 0.0086 0.0023 0.520
H -0.8435 2.7306 4.3465 0.0164 0.0032 -0.0644 0.335
H -0.8341 0.9548 4.5273 -0.0431 -0.0273 -0.0945 0.147
H -3.3803 3.5924 3.5245 0.0003 0.0173 -0.0051 0.586
H -3.4439 3.4999 1.7547 0.0335 -0.0709 0.0420 0.176
H -1.9320 4.0180 2.5575 0.0753 -0.0716 0.0361 0.247
C 0.3911 -1.6461 3.8902 -0.1955 -0.1356 -0.0682 -1.582
C 0.1394 -3.1231 3.5746 -0.0362 0.2209 0.0686 0.449
C 1.3738 -3.7696 2.9091 -0.1034 -0.1049 -0.1198 -1.585
C -1.0670 -3.4759 2.7500 0.3795 -0.3930 0.5946 -0.084
C -1.6920 -4.6594 3.0143 0.0705 -0.0148 0.1933 -0.830
C -2.7527 -5.1352 2.2237 0.1994 0.3921 -0.0373 -1.070
C -3.2496 -4.3976 1.1268 -0.1780 -0.0038 -0.1560 -0.363
C -2.7135 -3.1978 0.7903 -0.7581 -0.1781 -0.6847 -0.006
C -3.2473 -2.4016 -0.3657 -0.0358 -0.1545 0.0931 1.841
C -3.0434 -3.1879 -1.6723 0.0435 -0.0955 0.0906 -1.593
C -4.7346 -2.0722 -0.1593 0.0168 0.0222 0.0927 -1.652
C -1.5692 -2.6772 1.5824 0.3316 0.2878 0.1642 0.932
O -1.0557 -1.6162 1.2820 0.2780 -0.4588 0.4719 -0.169
H 1.2061 -1.5818 4.6107 -0.0451 -0.0205 0.0408 0.563
H -0.4969 -1.1951 4.3360 0.0459 0.0159 0.0293 0.397
H 0.6770 -1.0752 3.0124 0.0348 0.0754 -0.1304 0.020
H -0.0128 -3.6348 4.5290 -0.0192 -0.0515 -0.0553 0.789
H 1.6508 -3.2102 2.0158 0.0335 -0.0160 -0.0523 0.268
H 1.1855 -4.8084 2.6372 0.0503 0.0042 -0.0038 0.553
H 2.2053 -3.7570 3.6115 0.0006 0.0704 0.0227 0.481
H -1.3517 -5.2524 3.8540 -0.0392 -0.0513 -0.0270 0.578
H -3.2028 -6.0911 2.4684 -0.0183 -0.0152 -0.0077 0.469
H -4.0786 -4.7989 0.5595 -0.0001 -0.0257 0.0068 0.524
H -2.6848 -1.4621 -0.4204 0.0487 0.0261 -0.0346 -1.297
H -3.6373 -4.1019 -1.6666 -0.0185 -0.0021 0.0081 0.588
H -1.9978 -3.4646 -1.8174 -0.0506 0.0029 -0.0502 0.263
H -3.3740 -2.5838 -2.5152 0.0099 -0.0570 0.0260 0.263
H -5.3398 -2.9783 -0.1859 -0.0102 0.0039 -0.0012 0.410
H -5.0828 -1.4241 -0.9628 0.0115 -0.0068 -0.0099 0.461
H -4.9122 -1.5696 0.7920 -0.0090 0.0253 -0.0156 0.395